P | Here is a molecular structure, C3H4N4O2 from the OMol25 dataset. Energies are from ωB97M-V with the def2-TZVPD basis set.

Geometry as XYZ:
```
13
Properties=species:S:1:pos:R:3
C 0.792 -0.867 -0.818
C -1.399 -1.106 -0.331
C -0.333 0.699 0.613
H 3.100 -1.715 -0.480
H 1.774 -2.579 -1.313
H -2.363 -1.719 -0.416
H 1.245 1.912 1.106
N 1.899 -1.535 -1.394
N -0.529 -1.453 -1.294
N -0.623 1.747 1.070
N 0.872 -0.143 0.460
O -1.460 -0.089 0.647
O 0.279 2.769 0.907
```

Kohn-Sham gap (eV): 8.5
HOMO level (hartree): -0.3472

***

Q | Here is a molecular structure, C3H4N4O2 from the OMol25 dataset. Energies are from ωB97M-V with the def2-TZVPD basis set.

Geometry as XYZ:
```
13
Properties=species:S:1:pos:R:3
C 1.721 0.014 -0.145
C -0.399 -0.439 0.012
C -2.558 -0.398 -0.062
H 3.840 0.285 0.603
H 3.327 -1.349 0.569
H -3.606 -0.555 -0.338
H -0.300 1.601 -0.149
N 2.979 -0.455 -0.016
N 0.729 -0.948 -0.100
N -1.614 -1.217 0.060
N -0.805 0.844 0.255
O 1.612 1.257 -0.129
O -2.221 0.918 0.016
```

Kohn-Sham gap (eV): 10.3
HOMO level (hartree): -0.3609

***

Most stable: Q. Least stable: P.

***

P | Here is 21 unconnected molecules or ions with the total composition C42H126O42 from the OMol25 dataset. Energies are from ωB97M-V with the def2-TZVPD basis set.

Geometry as XYZ:
```
210
Properties=species:S:1:pos:R:3
C 0.871 -2.164 -2.805
C 1.881 -2.896 -3.657
O 2.190 -2.331 -4.947
O -0.229 -1.597 -3.506
H 1.348 -1.315 -2.315
H 0.500 -2.877 -2.069
H 1.600 -3.934 -3.836
H 2.806 -2.881 -3.081
H 2.755 -3.023 -5.299
H -0.061 -0.948 -4.193
C 1.205 1.813 -4.948
C 2.126 1.420 -3.840
O 3.124 0.532 -4.304
O 0.487 0.728 -5.544
H 1.714 2.319 -5.769
H 0.332 2.399 -4.662
H 1.501 0.861 -3.144
H 2.573 2.288 -3.356
H 2.605 -0.109 -4.795
H 0.252 1.084 -6.404
C 6.546 4.220 2.606
C 5.034 4.662 2.521
O 4.507 5.406 3.529
O 6.678 3.452 3.756
H 7.143 5.123 2.734
H 6.900 3.794 1.667
H 4.447 3.762 2.339
H 4.966 5.301 1.641
H 4.620 4.833 4.290
H 7.576 3.150 3.912
C -0.526 1.535 0.614
C 0.177 0.606 -0.419
O 0.723 -0.563 0.333
O 0.332 2.177 1.485
H -1.347 1.055 1.146
H -0.892 2.381 0.033
H 1.047 1.097 -0.855
H -0.556 0.401 -1.199
H 0.856 -1.165 -0.403
H 0.842 1.442 1.832
C 0.246 -6.152 -2.166
C -0.678 -6.982 -3.102
O -1.240 -6.091 -4.053
O -0.355 -5.965 -0.842
H 0.355 -5.114 -2.481
H 1.157 -6.740 -2.277
H -1.376 -7.517 -2.458
H -0.170 -7.764 -3.666
H -1.525 -5.329 -3.544
H -0.498 -6.843 -0.481
C -4.690 1.443 -5.337
C -5.601 2.727 -5.241
O -5.176 3.510 -4.196
O -5.036 0.582 -4.201
H -3.622 1.661 -5.355
H -4.766 0.912 -6.285
H -6.603 2.408 -4.955
H -5.713 3.164 -6.234
H -5.703 3.210 -3.451
H -4.950 0.969 -3.327
C 5.301 1.259 -1.878
C 6.745 1.341 -2.493
O 7.278 2.558 -1.861
O 4.770 -0.019 -2.096
H 4.815 2.099 -2.375
H 5.396 1.446 -0.808
H 6.633 1.366 -3.577
H 7.499 0.639 -2.136
H 8.137 2.312 -1.511
H 4.276 0.014 -2.918
C -1.333 -2.917 0.700
C -1.617 -2.723 2.144
O -0.993 -1.563 2.551
O -0.001 -3.470 0.624
H -1.444 -2.046 0.054
H -1.990 -3.723 0.371
H -1.377 -3.595 2.752
H -2.627 -2.495 2.485
H -0.518 -1.251 1.778
H -0.095 -4.395 0.386
C -0.389 6.985 -2.876
C -0.888 7.966 -1.761
O -0.615 9.349 -2.016
O 1.017 6.678 -2.929
H -0.681 7.435 -3.825
H -0.860 6.011 -2.739
H -0.493 7.807 -0.758
H -1.974 8.035 -1.822
H 0.203 9.565 -1.562
H 1.177 5.995 -3.584
C 3.999 -7.243 2.452
C 4.065 -6.917 0.908
O 2.797 -6.176 0.745
O 2.951 -8.159 2.750
H 3.838 -6.437 3.168
H 5.003 -7.463 2.815
H 4.276 -7.801 0.306
H 4.771 -6.141 0.611
H 2.779 -5.330 1.199
H 2.154 -7.634 2.649
C -1.071 5.636 1.351
C 0.140 6.442 1.861
O -0.241 7.583 2.599
O -2.048 6.447 0.684
H -1.616 5.371 2.257
H -0.810 4.733 0.798
H 0.840 6.756 1.087
H 0.787 5.818 2.476
H -1.014 7.848 2.095
H -2.859 6.316 1.180
C -3.939 -5.473 -0.854
C -4.018 -5.224 -2.350
O -3.071 -4.187 -2.716
O -4.806 -6.507 -0.397
H -4.142 -4.526 -0.355
H -2.886 -5.696 -0.680
H -5.040 -4.891 -2.532
H -3.774 -6.126 -2.910
H -3.333 -3.296 -2.472
H -5.008 -7.053 -1.160
C -5.066 4.204 0.185
C -5.524 5.245 1.281
O -4.502 5.115 2.303
O -4.932 2.920 0.856
H -4.079 4.492 -0.177
H -5.815 4.295 -0.601
H -6.526 4.947 1.589
H -5.696 6.225 0.836
H -4.395 4.178 2.478
H -5.813 2.773 1.209
C 2.731 -2.118 4.275
C 2.080 -2.924 3.078
O 2.931 -3.826 2.274
O 3.307 -1.022 3.695
H 3.514 -2.780 4.643
H 2.068 -1.726 5.047
H 1.638 -2.274 2.324
H 1.250 -3.583 3.332
H 3.781 -3.381 2.264
H 2.569 -0.408 3.700
C -6.175 2.291 6.629
C -6.166 3.217 5.424
O -5.673 2.452 4.320
O -6.674 2.789 7.812
H -5.186 1.860 6.782
H -6.524 1.263 6.530
H -5.470 4.021 5.664
H -7.189 3.513 5.190
H -4.752 2.198 4.222
H -6.567 2.302 8.633
C 4.918 -1.403 0.851
C 5.744 -2.406 -0.066
O 5.322 -3.755 0.113
O 5.396 -1.572 2.142
H 3.867 -1.690 0.891
H 4.995 -0.386 0.467
H 6.822 -2.383 0.093
H 5.696 -2.104 -1.113
H 4.633 -3.901 -0.539
H 4.742 -1.281 2.783
C -3.808 -1.264 -1.526
C -4.462 -0.124 -0.688
O -4.375 1.125 -1.265
O -4.597 -1.917 -2.469
H -3.359 -1.993 -0.852
H -3.056 -0.656 -2.029
H -3.911 -0.144 0.253
H -5.484 -0.396 -0.424
H -5.014 1.662 -0.790
H -4.719 -1.187 -3.081
C -0.810 0.927 5.519
C 0.246 1.404 4.563
O 0.707 0.350 3.734
O -0.270 -0.063 6.440
H -1.575 0.450 4.906
H -1.334 1.663 6.128
H 1.059 1.622 5.256
H -0.092 2.270 3.994
H 0.014 -0.076 3.224
H 0.340 -0.562 5.890
C 3.527 5.184 -1.349
C 2.573 4.509 -0.248
O 2.536 3.162 -0.113
O 4.865 4.786 -0.965
H 3.517 6.271 -1.435
H 3.402 4.724 -2.330
H 1.616 4.982 -0.468
H 2.846 4.812 0.763
H 2.179 3.106 0.776
H 5.345 4.576 -1.769
C -5.864 -0.843 3.065
C -6.172 -2.289 2.690
O -5.772 -3.070 3.839
O -4.506 -0.447 3.249
H -6.254 -0.581 4.049
H -6.467 -0.199 2.426
H -5.600 -2.403 1.768
H -7.193 -2.464 2.350
H -6.095 -2.629 4.628
H -4.254 -0.964 4.017
C 4.143 -5.870 -2.723
C 4.090 -5.838 -4.271
O 2.769 -6.306 -4.498
O 3.465 -4.869 -1.985
H 5.204 -5.631 -2.652
H 3.993 -6.844 -2.256
H 4.878 -6.412 -4.758
H 4.217 -4.790 -4.541
H 2.553 -6.288 -5.433
H 2.894 -5.306 -1.349
```

Kohn-Sham gap (eV): 9.0
HOMO level (hartree): -0.3359

***

Q | Here is 21 unconnected molecules or ions with the total composition C42H126O42 from the OMol25 dataset. Energies are from ωB97M-V with the def2-TZVPD basis set.

Geometry as XYZ:
```
210
Properties=species:S:1:pos:R:3
C 6.765 3.097 -2.696
C 5.452 2.858 -3.458
O 4.519 1.924 -2.856
O 6.537 3.846 -1.477
H 7.510 3.631 -3.286
H 7.155 2.113 -2.437
H 5.681 2.464 -4.448
H 4.916 3.775 -3.703
H 4.464 1.143 -3.411
H 5.758 4.369 -1.681
C 0.137 -0.381 0.571
C 0.016 -0.733 -0.963
O -1.401 -0.975 -1.257
O -0.399 0.893 0.806
H 1.191 -0.364 0.848
H -0.323 -1.110 1.238
H 0.607 -1.640 -1.087
H 0.329 0.104 -1.586
H -1.377 -1.244 -2.178
H -0.832 0.896 1.662
C -0.177 -5.880 1.778
C -0.261 -4.789 2.863
O 0.364 -5.141 4.094
O -0.811 -7.071 2.170
H 0.821 -6.242 1.533
H -0.651 -5.551 0.853
H -1.317 -4.538 2.967
H 0.302 -3.888 2.620
H 1.321 -5.079 4.051
H -0.294 -7.405 2.907
C -1.874 1.947 4.089
C -3.211 2.576 3.635
O -3.016 2.967 2.274
O -1.632 0.760 3.242
H -1.767 1.611 5.121
H -1.053 2.619 3.839
H -3.486 3.375 4.323
H -4.054 1.887 3.593
H -2.839 2.145 1.810
H -2.104 0.083 3.733
C 2.873 -2.746 4.829
C 3.753 -3.968 4.525
O 3.168 -5.044 3.779
O 1.889 -3.006 5.832
H 2.329 -2.379 3.959
H 3.569 -1.976 5.160
H 4.117 -4.462 5.426
H 4.663 -3.651 4.016
H 3.775 -5.777 3.658
H 1.585 -2.171 6.197
C 2.946 -2.254 -3.471
C 4.406 -2.130 -3.891
O 5.047 -0.997 -3.370
O 2.400 -3.537 -3.887
H 2.350 -1.551 -4.053
H 2.689 -1.989 -2.446
H 4.523 -2.156 -4.975
H 4.967 -2.999 -3.548
H 5.966 -1.025 -3.643
H 1.487 -3.431 -3.610
C 6.178 -0.156 -0.334
C 4.641 0.021 -0.081
O 4.193 -0.575 1.170
O 6.938 0.386 0.772
H 6.544 0.264 -1.271
H 6.424 -1.217 -0.296
H 3.872 -0.306 -0.781
H 4.493 1.098 -0.159
H 5.000 -0.576 1.690
H 7.016 1.335 0.889
C -2.137 6.473 1.822
C -1.757 7.784 2.578
O -2.810 8.228 3.359
O -2.024 5.546 2.908
H -1.542 6.221 0.944
H -3.172 6.412 1.486
H -1.558 8.536 1.815
H -0.802 7.676 3.093
H -3.154 7.419 3.745
H -2.304 4.707 2.536
C -4.125 1.313 -7.410
C -2.598 1.328 -7.348
O -2.019 2.426 -7.974
O -4.579 2.450 -6.658
H -4.685 0.478 -6.988
H -4.465 1.355 -8.445
H -2.233 0.402 -7.791
H -2.323 1.413 -6.297
H -1.835 3.137 -7.356
H -4.397 2.221 -5.744
C -3.686 1.374 -0.320
C -5.145 1.247 0.081
O -5.982 2.332 -0.387
O -3.558 0.856 -1.589
H -3.114 0.830 0.431
H -3.357 2.410 -0.400
H -5.103 1.266 1.170
H -5.675 0.336 -0.199
H -6.123 2.256 -1.333
H -2.873 0.184 -1.549
C 2.899 -4.447 0.401
C 4.215 -3.746 -0.047
O 4.811 -4.604 -0.988
O 1.924 -4.509 -0.627
H 2.461 -3.842 1.195
H 3.067 -5.438 0.822
H 4.889 -3.648 0.804
H 4.161 -2.717 -0.404
H 5.700 -4.253 -1.077
H 2.289 -4.994 -1.371
C -5.796 -1.442 -2.869
C -5.132 -1.796 -4.181
O -4.283 -0.909 -4.821
O -7.051 -0.860 -3.082
H -5.074 -0.798 -2.368
H -5.929 -2.318 -2.235
H -6.020 -2.029 -4.768
H -4.522 -2.699 -4.158
H -3.446 -0.943 -4.351
H -7.532 -1.628 -3.398
C 0.922 0.914 7.098
C 0.120 0.420 8.302
O 0.862 -0.495 9.100
O 1.143 -0.123 6.071
H 1.817 1.364 7.525
H 0.280 1.726 6.756
H -0.784 -0.087 7.963
H -0.171 1.276 8.911
H 0.665 -1.383 8.792
H 1.674 0.305 5.396
C -3.198 -4.072 -2.015
C -2.733 -5.287 -1.110
O -3.163 -6.543 -1.639
O -2.537 -3.915 -3.205
H -2.889 -3.171 -1.484
H -4.271 -4.096 -2.207
H -3.254 -5.201 -0.156
H -1.648 -5.324 -1.017
H -2.689 -6.748 -2.448
H -2.513 -4.778 -3.624
C 2.090 5.749 5.773
C 0.891 5.930 4.780
O 0.509 4.665 4.228
O 2.640 6.986 5.954
H 2.722 4.923 5.445
H 1.671 5.457 6.735
H 1.195 6.637 4.007
H 0.029 6.355 5.295
H -0.294 4.876 3.746
H 3.596 6.919 6.020
C -0.529 -0.835 -4.880
C -0.371 -2.392 -4.962
O -0.191 -3.006 -3.614
O -1.648 -0.357 -4.214
H -0.513 -0.476 -5.909
H 0.339 -0.416 -4.371
H 0.481 -2.648 -5.591
H -1.283 -2.802 -5.397
H -1.093 -3.090 -3.297
H -1.473 0.568 -4.028
C 3.180 2.132 4.074
C 4.037 2.416 5.267
O 5.247 1.719 5.370
O 2.839 0.782 4.019
H 3.706 2.245 3.126
H 2.283 2.750 4.091
H 3.522 2.116 6.180
H 4.275 3.470 5.414
H 5.456 1.503 6.282
H 3.500 0.358 3.466
C -2.862 3.497 -3.849
C -1.476 2.934 -3.213
O -0.612 2.359 -4.178
O -3.689 2.453 -4.249
H -2.678 4.162 -4.693
H -3.368 4.014 -3.033
H -1.681 2.175 -2.458
H -0.955 3.775 -2.756
H -0.673 2.903 -4.967
H -3.969 2.037 -3.431
C -2.751 -1.585 5.837
C -2.180 -2.806 5.127
O -1.433 -3.575 6.062
O -3.352 -0.639 5.002
H -2.062 -1.106 6.533
H -3.500 -1.965 6.532
H -1.530 -2.397 4.353
H -2.950 -3.327 4.559
H -0.778 -4.058 5.554
H -3.903 -0.017 5.483
C 2.074 2.921 -0.485
C 1.244 3.901 0.439
O 0.573 4.900 -0.319
O 3.217 3.570 -1.019
H 1.379 2.622 -1.270
H 2.343 2.011 0.052
H 2.018 4.295 1.098
H 0.615 3.271 1.067
H 1.238 5.344 -0.849
H 3.680 2.966 -1.604
C -3.921 -3.216 -7.405
C -3.364 -4.198 -8.512
O -2.106 -4.706 -8.213
O -3.136 -2.062 -7.201
H -3.920 -3.755 -6.457
H -4.923 -2.847 -7.623
H -3.281 -3.689 -9.473
H -4.087 -4.979 -8.748
H -1.456 -4.013 -8.078
H -3.491 -1.560 -6.465
```

Kohn-Sham gap (eV): 9.1
HOMO level (hartree): -0.3365

***

Most stable: Q. Least stable: P.